(1)
{
  "formula": "C3H4N2O2",
  "method": "the ωB97M-V functional and the def2-TZVPD basis",
  "symbols": ["C", "N", "N", "C", "O", "C", "O", "H", "H", "H", "H"],
  "positions_angstrom": [[1.0980, -0.4078, 1.1297], [0.2375, -0.1349, -0.0067], [0.4414, 0.9720, -0.8086], [-0.6901, 1.1720, -1.3692], [-1.6687, 0.3183, -1.0129], [-0.9967, -0.6770, -0.1975], [-1.4853, -1.7199, 0.1438], [2.0807, -0.7830, 0.8407], [1.2310, 0.5163, 1.7017], [0.5929, -1.1659, 1.7311], [-0.8407, 1.9099, -2.1520]],
  "atomic_forces_ev_per_a": [[0.00, -0.07, -0.02], [-0.14, -0.11, -0.05], [-0.11, 0.21, 0.18], [0.46, 0.01, -0.06], [0.61, -1.17, 0.07], [-0.63, 0.32, -0.24], [0.21, 1.00, -0.02], [-0.13, 0.03, -0.18], [-0.08, -0.21, -0.04], [0.09, 0.13, -0.02], [-0.27, -0.15, 0.38]],
  "smiles": "Cn1ncoc1=O",
  "e_homo_ev": -9.499,
  "orbital_gap_ha": 0.38215
}



(2)
{
  "formula": "C3H4N2O2",
  "method": "the ωB97M-V functional and the def2-TZVPD basis",
  "symbols": ["C", "N", "C", "O", "C", "O", "N", "H", "H", "H", "H"],
  "positions_angstrom": [[-0.0706, 0.0181, -1.1995], [0.0144, 0.4484, 0.2190], [0.3689, -0.0931, 1.3054], [1.8105, 1.0054, 0.3278], [-1.8403, -0.3945, 0.8159], [0.6288, -0.4718, 2.3543], [-2.9701, -0.6491, 0.8737], [2.3331, 0.3208, -0.1240], [-1.1161, 0.0162, -1.4844], [0.4783, 0.7704, -1.7571], [0.3631, -0.9709, -1.3310]],
  "atomic_forces_ev_per_a": [[0.06, -0.09, 0.02], [0.31, 0.47, -0.37], [0.25, -0.40, 0.83], [-0.73, -0.39, 0.00], [-0.13, -0.02, 0.00], [-0.11, 0.24, -0.64], [0.48, 0.10, -0.05], [-0.12, 0.05, 0.06], [0.02, 0.01, 0.07], [0.00, -0.01, 0.06], [-0.02, 0.04, 0.02]],
  "e_homo_ev": [-10.501, -10.452],
  "orbital_gap_ha": [0.31711, 0.31899]
}